[1]
103
Properties=species:S:1:pos:R:3 method="wB97M-V/def2-TZVPD" homo_ev=-9.024 de_lowest_ev=1.413 total_energy_ev=-50239.5819 homo_lumo_gap_ev=9.5799 smiles="COC[C@H](C)N.COC[C@H](C)N.COC[C@H](C)N.COC[C@H](C)N.NC(N)=O.CCO.CCO.CCO" largest_force_ha_per_bohr=0.0414 lumo_energy_ha=0.020
C -15.6668 2.1460 -5.8983
C -14.9707 3.4044 -6.3970
O -15.2344 3.5612 -7.7892
H -15.4286 1.9376 -4.8555
H -15.3913 1.3216 -6.4942
H -16.7262 2.3851 -6.0824
H -13.9158 3.3590 -6.1908
H -15.4254 4.2486 -5.8241
H -14.9228 4.4360 -8.0887
C -12.3225 2.2891 -10.2767
C -13.3937 3.3276 -10.5576
O -13.9288 3.1947 -11.8591
H -11.9464 2.3734 -9.2589
H -11.4938 2.3450 -10.9782
H -12.8268 1.3521 -10.4447
H -13.0829 4.3907 -10.4548
H -14.2203 3.0929 -9.8644
H -13.9799 2.2754 -12.1287
C -16.6345 6.4939 -7.7860
C -15.3907 7.1169 -8.4883
O -14.5810 6.0962 -8.9680
H -17.1877 5.7592 -8.3930
H -17.4476 7.1555 -7.5214
H -16.3311 5.9489 -6.9160
H -14.7962 7.7489 -7.8580
H -15.6850 7.6426 -9.3955
H -13.9454 6.4977 -9.5485
C -17.3732 4.0402 -11.9115
C -16.6118 5.0060 -12.7460
C -17.5174 5.6859 -13.7715
O -18.7644 6.0073 -13.2145
C -19.6079 6.8305 -13.9406
N -16.1634 6.1395 -11.8724
H -17.7597 3.1929 -12.4552
H -18.2247 4.5025 -11.4236
H -16.6956 3.5906 -11.1344
H -15.7704 4.4959 -13.2473
H -17.6627 4.9826 -14.6207
H -16.9483 6.5224 -14.1868
H -19.0468 7.6384 -14.3386
H -20.3808 7.2166 -13.2941
H -20.0428 6.2300 -14.7790
H -16.9504 6.6344 -11.5059
H -15.7682 5.7883 -10.9994
C -20.4675 4.4748 -4.7905
C -19.9107 5.8419 -4.5590
C -20.8017 6.5706 -3.6000
O -20.3197 7.9250 -3.4009
C -21.2901 8.9387 -3.0991
N -18.5380 5.8034 -4.0477
H -20.1161 4.0668 -5.7176
H -21.5444 4.4450 -4.8625
H -20.1535 3.9198 -3.9471
H -19.9955 6.3604 -5.5180
H -20.7834 5.9967 -2.6824
H -21.8377 6.5338 -3.9268
H -21.9102 8.8084 -2.2145
H -21.9979 9.1101 -3.9169
H -20.7127 9.8477 -2.8975
H -18.0970 4.9413 -4.3033
H -17.9966 6.5230 -4.5019
C -17.5587 11.5085 -6.0499
C -17.9740 10.1584 -6.6129
C -17.6849 9.0466 -5.6220
O -16.3153 8.8769 -5.3946
C -15.9040 8.9080 -4.0709
N -19.3936 10.2351 -6.9906
H -16.5058 11.4493 -5.7973
H -18.1201 11.8997 -5.1600
H -17.7946 12.2958 -6.7964
H -17.3833 9.8802 -7.4898
H -18.0996 8.1335 -6.0120
H -18.2046 9.2317 -4.6984
H -16.0184 9.9025 -3.6659
H -14.8297 8.6094 -4.0771
H -16.4087 8.1868 -3.3424
H -19.6726 9.3053 -7.3115
H -19.8841 10.3441 -6.1057
C -19.7392 10.8681 -10.1696
C -18.9668 9.6739 -10.6362
C -19.7007 8.3470 -10.3957
O -20.0983 8.2292 -9.0646
C -20.4387 6.9008 -8.7033
N -18.6807 9.7602 -12.0421
H -20.0022 10.7652 -9.1228
H -20.6850 11.0403 -10.7484
H -19.2050 11.8255 -10.3658
H -17.9736 9.6553 -10.1194
H -18.9845 7.5360 -10.6504
H -20.5866 8.2484 -11.0394
H -21.3294 6.6716 -9.3399
H -20.6960 6.8688 -7.6039
H -19.6743 6.0846 -8.8633
H -19.5152 10.1300 -12.5048
H -18.4547 8.8389 -12.4547
C -12.2197 6.5410 -11.7414
O -12.4873 7.1646 -10.7129
N -10.9469 6.3772 -12.2485
N -13.2418 6.1158 -12.5588
H -10.8474 5.5681 -12.8597
H -10.1534 6.4849 -11.5853
H -14.2009 6.1067 -12.2115
H -13.0615 5.3247 -13.1652


[2]
103
Properties=species:S:1:pos:R:3 method="wB97M-V/def2-TZVPD" homo_ev=-8.655 de_lowest_ev=4.433 total_energy_ev=-48760.3274 homo_lumo_gap_ev=9.0906 smiles=COC[C@H](C)N.COC[C@H](C)N.COC[C@H](C)N.COC[C@H](C)N.COC[C@H](C)N.CO.CO.CO largest_force_ha_per_bohr=0.0785 lumo_energy_ha=0.016
C -1.0049 0.2063 -1.4330
O -0.5559 -0.1255 -0.1216
H -0.1114 0.1168 -2.0508
H -1.7489 -0.5308 -1.7348
H -1.3520 1.2386 -1.4789
H -0.3570 0.7501 0.2181
C 3.4054 -1.5917 -2.1741
O 3.2338 -2.5037 -3.2376
H 2.5307 -0.9552 -2.0402
H 3.3883 -2.0688 -1.1942
H 4.3729 -1.0928 -2.2308
H 3.2245 -1.9778 -4.0407
C -2.7312 -2.3066 -4.5902
O -2.4236 -3.4087 -5.4585
H -1.7280 -1.9634 -4.3377
H -3.1525 -1.4119 -5.0487
H -3.2286 -2.6692 -3.6906
H -1.5571 -3.8083 -5.3533
C 5.0915 -5.6232 1.3791
C 4.1652 -4.4084 1.7946
C 2.6733 -4.6874 1.6361
O 1.8722 -3.5331 1.5351
C 0.8514 -3.6007 0.6209
N 4.4555 -4.0055 3.2061
H 6.0943 -5.3761 1.7276
H 5.0892 -5.9091 0.3273
H 4.7094 -6.5181 1.8704
H 4.4428 -3.5970 1.1217
H 2.3079 -5.3179 2.4466
H 2.6727 -5.3056 0.7383
H 0.3798 -2.6191 0.5736
H 0.0764 -4.3659 0.6655
H 1.3840 -3.7246 -0.3220
H 5.3872 -3.8097 3.5434
H 4.0914 -3.0642 3.2458
C -2.0326 4.2520 -1.2789
C -0.5808 4.4259 -1.7840
C -0.6677 5.1205 -3.1350
O 0.4759 5.9385 -3.4197
C 0.4568 6.0887 -4.8709
N 0.2940 5.0459 -0.8717
H -2.7043 3.8085 -2.0139
H -2.5210 5.2048 -1.0742
H -2.2038 3.6101 -0.4147
H -0.0806 3.4645 -1.9010
H -1.5409 5.7499 -3.3071
H -0.8697 4.2361 -3.7393
H 1.4751 6.3789 -5.1298
H -0.3088 6.8140 -5.1463
H 0.2803 5.1486 -5.3935
H 1.2019 5.3126 -1.2247
H -0.0013 5.9952 -0.6933
C -7.8699 -2.2963 -2.4659
C -7.3114 -1.0184 -1.8931
C -5.8244 -1.0733 -1.6678
O -5.3853 -2.2287 -0.9854
C -3.9362 -2.0477 -0.5670
N -7.5030 -0.0415 -2.9724
H -7.9032 -3.0881 -1.7175
H -7.3528 -2.6291 -3.3658
H -8.9132 -2.1475 -2.7444
H -7.8164 -0.9503 -0.9295
H -5.5239 -0.1873 -1.1085
H -5.4254 -1.0420 -2.6816
H -3.5533 -2.8077 0.1141
H -3.9223 -1.1126 -0.0071
H -3.1545 -1.9455 -1.3197
H -8.4996 -0.0204 -3.1345
H -7.3060 0.8361 -2.5129
C 2.3799 2.0213 -0.0485
C 1.5274 2.3082 1.1524
C 2.2115 3.4666 1.9875
O 2.7937 4.5843 1.2550
C 3.6796 5.4334 2.0992
N 0.2023 2.6169 0.7533
H 3.4157 2.1965 0.2425
H 2.2418 2.6759 -0.9090
H 2.3338 0.9943 -0.4108
H 1.4190 1.4243 1.7809
H 2.9956 3.0642 2.6289
H 1.5101 3.9504 2.6672
H 3.7881 6.3087 1.4587
H 4.6966 5.0452 2.1554
H 3.2649 5.6940 3.0730
H -0.4402 2.9091 1.4757
H 0.0899 3.3371 0.0541
C -0.5212 -0.5616 3.4441
C 0.8807 -1.2646 3.6176
C 1.4460 -0.8107 4.9625
O 2.5341 -1.5675 5.1290
C 3.2630 -1.3085 6.3061
N 0.6108 -2.7105 3.7741
H -0.9064 -0.5706 2.4245
H -0.3169 0.4813 3.6865
H -1.3124 -1.0535 4.0100
H 1.6417 -1.1112 2.8524
H 0.7621 -0.8687 5.8093
H 1.8449 0.1985 4.8600
H 4.0929 -2.0109 6.3828
H 2.5381 -1.6788 7.0309
H 3.6608 -0.3026 6.4409
H 0.8322 -3.0383 2.8448
H 1.4198 -3.0784 4.2540


[3]
113
Properties=species:S:1:pos:R:3 method="wB97M-V/def2-TZVPD" homo_ev=-4.163 total_energy_ev=-91531.7314 homo_lumo_gap_ev=4.5119 largest_force_ha_per_bohr=0.1441 total_charge=-1 lumo_energy_ha=0.013
C 3.3923 2.3644 -4.7267
C 3.4574 1.8036 -6.1451
N 3.0969 0.3879 -6.2435
B 3.9945 -0.5923 -5.5200
O 3.7596 -0.6843 -4.0505
C 3.5401 -1.9878 -3.5820
C 3.8206 -2.0667 -2.0589
S 5.8785 -0.3364 -5.8093
C 6.6980 -1.7301 -4.9706
O 6.1715 -0.5005 -7.2411
O 6.4484 0.8696 -5.1969
H 2.3663 2.5051 -4.3758
H 3.8133 3.3795 -4.7726
H 3.9920 1.8263 -3.9932
H 4.4284 2.0789 -6.5835
H 2.7090 2.3651 -6.7315
H 3.1105 0.1153 -7.2207
H 3.7526 -1.6999 -5.9705
H 4.1741 -2.7457 -4.0568
H 2.4815 -2.2261 -3.7747
H 2.9145 -1.9250 -1.4695
H 4.5828 -1.3114 -1.8462
H 4.2770 -3.0397 -1.8547
H 6.4705 -1.5896 -3.9083
H 7.7788 -1.6783 -5.0986
H 6.2564 -2.6794 -5.2739
O 2.5259 -5.1898 -2.1959
P 1.7118 -6.4622 -2.2060
N 0.8349 -6.2279 -0.7470
C 0.2572 -7.2930 0.0441
C -0.0701 -5.0821 -0.7692
N 3.0363 -7.5449 -1.8941
C 3.5977 -7.5810 -0.5523
C 4.1091 -7.3947 -2.8726
N 0.6882 -7.8174 -2.7391
C 1.1939 -9.1700 -2.9410
C -0.1170 -7.4314 -3.9175
H -0.7107 -7.6331 -0.3508
H 0.0983 -6.9372 1.0652
H 0.9121 -8.1599 0.1128
H -0.9815 -5.2976 -1.3466
H 0.4135 -4.2133 -1.2161
H -0.3613 -4.7996 0.2445
H 3.8447 -6.5846 -0.1666
H 4.5061 -8.1874 -0.5424
H 2.9147 -8.0643 0.1482
H 4.7185 -6.5045 -2.6869
H 3.6986 -7.3122 -3.8837
H 4.7581 -8.2748 -2.8579
H 1.9473 -9.2328 -3.7320
H 0.3580 -9.8214 -3.2169
H 1.6068 -9.5779 -2.0232
H 0.4982 -7.3348 -4.8179
H -0.6065 -6.4687 -3.7401
H -0.9057 -8.1610 -4.1082
O 0.6842 4.4408 -1.6391
P -0.2812 3.7150 -0.7271
N -0.9811 2.6437 -1.8656
C -2.2910 2.0439 -1.7311
C -0.0474 1.6634 -2.4285
N -1.3563 5.0638 -0.4804
C -2.2382 5.4508 -1.5701
C -0.6583 6.2374 0.0263
N -0.9780 2.8681 0.6755
C -1.9172 3.4883 1.6036
C 0.0865 2.2022 1.4547
H -2.2844 1.1624 -1.0747
H -2.6434 1.7280 -2.7158
H -3.0302 2.7432 -1.3424
H 0.1616 0.8582 -1.7099
H 0.9027 2.1241 -2.6931
H -0.4474 1.2193 -3.3408
H -1.7087 5.5774 -2.5223
H -2.7421 6.3902 -1.3296
H -3.0345 4.7187 -1.7113
H -0.0960 6.7570 -0.7572
H 0.0492 5.9540 0.8123
H -1.3718 6.9379 0.4709
H -1.4806 4.3406 2.1340
H -2.2461 2.7590 2.3508
H -2.8232 3.8075 1.0983
H 0.7086 2.9243 1.9955
H 0.7387 1.6285 0.7886
H -0.3373 1.4976 2.1724
O -4.4815 3.8628 4.2577
P -4.2901 3.5864 5.7487
N -5.9474 3.7354 6.1968
C -6.4137 4.1702 7.4978
C -6.8028 2.6586 5.7055
N -3.5036 5.1189 5.9998
C -4.3058 6.3297 5.9012
C -2.2971 5.2571 5.1864
N -3.8006 3.1135 7.4019
C -2.8847 3.8957 8.2266
C -3.3678 1.6996 7.4350
H -6.4038 3.3609 8.2409
H -7.4407 4.5327 7.4082
H -5.8243 4.9940 7.8948
H -6.6715 1.7375 6.2924
H -6.5784 2.4283 4.6640
H -7.8543 2.9490 5.7489
H -4.9012 6.3733 4.9821
H -3.6604 7.2101 5.9336
H -4.9782 6.4275 6.7546
H -2.5260 5.4794 4.1393
H -1.7042 4.3365 5.2103
H -1.6665 6.0575 5.5828
H -1.8828 3.9768 7.7961
H -2.7944 3.4142 9.2063
H -3.2741 4.8919 8.4120
H -2.4022 1.5575 6.9398
H -4.1037 1.0690 6.9253
H -3.2918 1.3374 8.4612


[4]
121
Properties=species:S:1:pos:R:3 method="wB97M-V/def2-TZVPD" homo_ev=-8.509 total_energy_ev=-167585.3988 homo_lumo_gap_ev=8.6780 largest_force_ha_per_bohr=0.0784 lumo_energy_ha=0.006
C -4.2048 1.8496 1.0384
O -4.8358 1.8635 -0.2347
P -5.6343 0.6096 -0.7534
O -5.5996 -0.4984 0.1643
O -7.0968 1.1433 -0.9754
C -7.4062 2.2753 -1.8207
O -5.2266 0.4750 -2.2715
C -3.8920 0.4186 -2.6864
H -3.5621 0.9617 1.2573
H -4.9504 2.0160 1.8312
H -3.5666 2.7234 1.0778
H -7.8267 1.9771 -2.7710
H -6.5267 2.8689 -1.9850
H -8.1222 2.8175 -1.1814
H -3.3492 -0.4195 -2.3092
H -3.4013 1.3775 -2.4551
H -3.9207 0.2305 -3.7641
C -3.7168 -6.0728 -2.4660
O -2.7126 -5.4031 -1.6151
P -1.4494 -6.1405 -0.9387
O -1.3437 -7.5948 -1.3554
O -1.6503 -5.7411 0.5666
C -2.2628 -6.5921 1.5533
O -0.1987 -5.2371 -1.3145
C -0.0982 -3.9729 -2.0456
H -4.4010 -6.3735 -1.7289
H -3.3201 -6.8692 -3.0300
H -4.1262 -5.1873 -2.9605
H -3.1324 -7.1012 1.1625
H -2.5775 -5.9624 2.3610
H -1.5756 -7.3804 1.8663
H 0.9092 -3.6355 -1.9697
H -0.7333 -3.2000 -1.6011
H -0.3842 -4.1681 -3.1204
C 4.8145 1.8532 0.9949
O 4.6125 3.1651 1.5434
P 3.6368 4.1226 0.7377
O 2.9748 3.4133 -0.3984
O 4.5690 5.4338 0.4376
C 5.3602 5.2842 -0.7733
O 2.6953 4.6570 1.9525
C 1.8019 3.6910 2.4992
H 4.7333 1.1527 1.8557
H 5.8721 1.7909 0.5478
H 4.0647 1.6196 0.1857
H 4.8071 5.0168 -1.6493
H 6.0637 4.4256 -0.5611
H 5.9853 6.1052 -0.7977
H 0.7672 3.7953 2.1380
H 1.6602 3.8472 3.5570
H 2.1778 2.7249 2.2314
C 5.3650 -3.9785 0.7689
S 5.0987 -2.2285 1.3224
O 5.4401 -1.3333 0.1417
C 3.3307 -2.4230 1.4665
H 6.2578 -4.0865 0.2817
H 4.5597 -4.2695 0.1232
H 5.3357 -4.5997 1.6798
H 2.9406 -2.6702 0.4704
H 2.9138 -1.4677 1.9025
H 3.1145 -3.2300 2.1582
C 0.3422 1.0728 0.3512
S -0.1964 -0.5588 -0.2154
O 1.0176 -1.3975 -0.5069
C -0.7985 -1.0367 1.3961
H 0.4305 1.0840 1.4450
H -0.4046 1.7900 0.1187
H 1.2234 1.3671 -0.2066
H -1.0879 -2.1061 1.4277
H -1.7013 -0.4911 1.6739
H -0.1572 -0.7809 2.2110
C -4.0255 -3.5588 1.0994
S -5.5063 -4.5451 0.7660
O -5.4133 -5.9276 1.4356
C -6.5316 -3.4326 1.7883
H -4.2404 -2.5561 0.8192
H -3.1555 -4.0118 0.5914
H -3.8692 -3.5415 2.2068
H -7.5565 -3.4963 1.4021
H -6.1425 -2.4384 1.7221
H -6.4076 -3.9753 2.7135
C 4.1439 -1.1629 -3.0534
S 4.9150 0.1267 -3.9563
O 3.8112 0.9189 -4.5027
C 5.5715 1.1227 -2.5785
H 3.4833 -0.7875 -2.3017
H 4.9735 -1.7392 -2.6577
H 3.5726 -1.6669 -3.9089
H 6.2263 0.4871 -1.9755
H 4.6316 1.4212 -2.1913
H 6.1043 2.0144 -2.9787
C 1.5218 3.0804 -3.2713
S 0.6331 1.4609 -3.5757
O -0.7858 1.7776 -3.1656
C 0.7223 1.6604 -5.3771
H 1.6267 3.3386 -2.1774
H 0.9105 3.8442 -3.7685
H 2.5419 3.1275 -3.6353
H 0.1571 0.8391 -5.8051
H 1.7664 1.6103 -5.6811
H 0.2542 2.6197 -5.6749
C 1.6457 -1.1551 5.5909
S 1.6875 0.6020 4.9376
O 0.4637 0.8082 4.1528
C 1.5363 1.4794 6.5731
H 2.2476 -1.3689 6.4333
H 1.8167 -1.6807 4.5623
H 0.5766 -1.2771 5.8334
H 1.6483 2.5552 6.4513
H 2.3539 1.1240 7.1955
H 0.5729 1.2201 7.0889
C -0.5030 4.7276 -1.0241
S -1.4954 4.9972 0.4315
O -1.1233 3.8429 1.2913
C -0.6507 6.4841 0.9330
H -0.5948 5.5079 -1.8062
H -0.7876 3.7479 -1.4473
H 0.5286 4.5730 -0.6814
H -0.5644 7.2281 0.1914
H 0.2823 6.1895 1.3216
H -1.2994 6.9726 1.6274